Record 1
87
Properties=species:S:1:pos:R:3:forces:R:3 method="wB97M-V/def2-TZVPD" largest_force_ev_per_a=2.74 spin_multiplicity=6 charge=-1 e_lumo_ev="2.15 / 1.69"
Ru -0.503869 -0.782709 1.278030 -0.31 0.21 -0.33
C 2.943863 -3.389188 4.175898 -1.33 0.85 0.08
O 1.605456 -2.978307 4.629017 1.29 -1.78 -0.89
C 1.357622 -1.665410 4.884591 -1.29 0.28 -1.21
C 1.804223 -1.137191 6.077885 0.53 -0.06 1.22
C 1.257465 0.042408 6.593093 -0.57 0.57 -1.10
C 0.505973 0.818394 5.669336 0.59 -0.57 1.83
C 0.162082 0.368750 4.362583 -0.24 1.71 -0.23
C -0.387444 1.362547 3.457100 1.02 -0.63 1.99
N -0.652256 1.057935 2.180798 -0.38 0.27 -1.15
N -1.173307 2.043362 1.402551 -0.31 0.37 0.12
C -1.214401 1.718761 0.143197 -0.39 0.95 -0.28
O -0.712191 0.633561 -0.375689 0.11 0.59 -0.41
C -1.806918 2.749596 -0.774990 1.42 0.20 0.58
C -2.717310 3.723949 -0.358135 0.16 -0.27 -0.08
C -3.185984 4.669392 -1.238023 -1.05 1.17 0.14
C -2.661285 4.767979 -2.532577 -0.75 0.89 0.69
C -1.624366 3.917082 -2.875418 -0.03 0.85 -0.68
C -1.190031 2.935320 -2.006698 -0.26 -0.99 -1.12
C 0.407073 -1.015372 4.044188 0.86 0.60 1.36
O -0.237253 -1.601416 3.051205 0.94 -0.48 1.63
H 3.666640 -3.035708 4.908383 0.28 -0.07 0.02
H 3.169897 -2.953602 3.182746 -0.17 -0.26 0.53
H 2.937286 -4.487224 4.131956 -0.07 0.42 0.04
H 2.549836 -1.736227 6.625953 -0.62 0.24 -0.03
H 1.337979 0.299086 7.675091 0.25 0.08 -1.16
H 0.165491 1.787079 6.044028 -0.11 -0.16 -0.45
H -0.401896 2.430830 3.742041 -0.25 -0.70 0.04
H -2.991969 3.800860 0.670760 -0.35 -0.43 0.50
H -3.983990 5.396061 -0.864432 1.23 -0.98 -0.69
H -3.059779 5.606521 -3.134169 0.56 -0.79 -0.06
H -1.110116 4.085604 -3.819640 -0.09 -0.25 0.04
H -0.444569 2.233308 -2.414583 -0.28 0.28 0.72
C -2.468613 -0.901202 -6.243461 -0.42 0.50 -0.20
C -1.369826 -1.264864 -7.250053 0.33 0.08 0.00
S 0.025678 -2.090759 -6.297743 -1.12 -0.57 -1.40
O 1.236319 -1.253034 -6.427484 0.33 0.40 0.10
C 0.313285 -3.407410 -7.568723 -0.22 1.45 -0.53
C 1.291495 -4.351949 -7.002693 0.91 -1.50 -0.25
H -3.034075 -0.018705 -6.645753 0.25 -0.89 0.52
H -2.035772 -0.617609 -5.262051 -0.14 0.01 -0.62
H -3.151203 -1.735662 -6.034866 0.08 0.26 -0.19
H -0.924449 -0.333095 -7.616426 0.23 -0.20 0.12
H -1.680455 -1.828128 -8.177961 0.16 0.29 1.25
H 0.708748 -2.772627 -8.392872 -0.18 -0.60 0.27
H -0.581981 -3.927195 -7.896406 -0.37 0.23 0.15
H 2.221155 -3.865140 -6.776705 0.50 0.33 0.15
H 1.542753 -5.197858 -7.694468 -0.38 0.62 0.60
H 0.895138 -4.734525 -6.065984 0.06 -0.40 0.07
C -4.791655 0.880772 1.775084 0.97 -0.52 0.84
Ge -3.823844 -0.673037 2.559536 0.75 0.44 0.17
C -3.339442 -0.174321 4.468851 0.11 -1.04 -0.89
C -5.150013 -2.104717 2.834494 -0.04 -0.19 -1.73
C -2.482727 -1.303642 1.153724 -1.68 -0.31 -0.47
H -5.313013 0.493312 0.893295 -0.08 0.63 0.18
H -4.035865 1.659860 1.597521 -0.34 -0.26 -0.44
H -5.409001 1.232349 2.607188 -0.46 -0.02 -0.46
H -2.571265 -0.873013 4.861502 -0.40 0.55 -0.16
H -4.274651 -0.312580 5.015164 0.00 -0.06 0.09
H -3.027439 0.852748 4.574261 0.31 0.24 -0.04
H -6.144862 -1.720127 3.017617 -0.18 0.24 0.42
H -4.832343 -2.777411 3.604436 0.07 -0.42 0.51
H -5.255795 -2.672083 1.881117 0.21 0.17 0.59
H -2.855859 -0.847343 0.191206 0.21 -0.59 0.79
H -2.601478 -2.397699 1.109726 -0.42 0.28 -0.05
C 3.943216 2.948145 -0.967891 1.04 -0.23 0.50
C 5.124630 2.018763 -0.475494 0.54 1.34 -0.37
C 5.692583 2.515302 0.893435 -2.42 -0.75 0.13
C 4.807517 0.524983 -0.485237 -0.67 0.72 -0.57
N 3.575124 0.182219 0.230665 -1.15 -1.38 -0.10
C 2.240049 0.129153 -0.088596 1.15 0.59 2.41
N 1.656654 -0.549791 0.915316 0.47 0.46 -2.66
N 2.605890 -1.058306 1.662995 0.85 0.17 1.00
N 3.750173 -0.619670 1.301856 0.12 -0.14 -0.04
H 4.399572 3.923101 -1.262643 -0.59 -0.56 0.46
H 3.163767 3.073790 -0.176710 0.66 0.03 -0.62
H 3.481746 2.541116 -1.866757 -0.11 -0.08 -0.01
H 5.985876 2.135658 -1.177204 -0.74 -0.10 0.10
H 4.991274 2.169061 1.692715 0.65 0.14 -0.35
H 5.693271 3.586091 0.982442 -0.02 0.59 -0.31
H 6.675792 2.179140 1.109807 0.86 -0.60 0.09
H 5.582109 0.022395 0.054178 0.41 -0.51 0.26
H 4.745098 0.092655 -1.500307 -0.01 0.39 0.39
H 1.744165 0.777642 -0.772624 -0.38 -0.07 -0.53
F -0.237123 -2.856846 -0.970457 0.12 -0.30 1.13
B -0.279017 -2.635450 0.386338 -0.34 -1.28 -0.87
F -0.233276 -3.728455 1.187042 0.12 0.24 -1.10

Record 2
77
Properties=species:S:1:pos:R:3:forces:R:3 method="wB97M-V/def2-TZVPD" largest_force_ev_per_a=2.87 charge=+2 e_lumo_ev=-5.52
C 1.806609 3.864285 -0.289759 -0.06 0.00 -0.15
C 0.763220 3.342376 -1.079971 0.71 -0.38 -0.23
C 1.013385 3.143705 -2.450507 0.05 0.10 0.10
C 2.263215 3.500229 -2.967166 -0.18 -0.21 0.43
N 3.249412 3.973300 -2.202857 -0.08 0.35 -0.02
C 3.019275 4.192108 -0.905628 -0.36 -0.41 -0.11
C -0.504448 2.966639 -0.497967 -2.22 -0.05 1.02
C -1.621743 2.774348 -0.003277 2.20 0.37 -0.97
C -2.923961 2.671717 0.604515 -0.68 -0.27 0.30
C -3.377409 1.458070 1.186653 0.08 0.00 -0.19
C -4.607417 1.382114 1.833259 0.17 0.35 -0.34
C -5.440230 2.504075 1.819760 -0.14 -0.01 0.06
C -5.046338 3.710720 1.220875 0.26 -0.58 0.13
C -3.781424 3.801716 0.642316 0.30 -0.36 0.04
Ba -0.338805 0.307432 1.342402 0.36 0.02 -1.25
P 2.471050 -0.595498 -0.098500 0.97 -0.17 -0.28
H 0.261505 2.705686 -3.104857 0.07 0.21 0.18
H 1.693669 4.004741 0.784984 -0.11 0.10 -0.28
H 2.476922 3.374684 -4.032681 -0.03 0.01 0.38
H 3.839223 4.624260 -0.325420 -0.24 -0.18 -0.19
H -3.441698 4.745038 0.202129 -0.16 -0.42 0.16
H -2.836097 0.489359 1.077446 -0.58 0.87 -0.05
H -5.722076 4.559571 1.214682 0.12 -0.11 0.01
H -4.922951 0.455107 2.305876 -0.05 0.22 -0.17
C 3.142869 -2.293035 0.246486 -0.53 0.00 0.18
C 4.251665 -2.840204 -0.649778 0.32 -0.22 0.01
H 2.258384 -2.951034 0.187295 0.35 0.05 0.08
H 3.469691 -2.295537 1.298622 -0.19 -0.05 -0.24
H 4.451581 -3.878666 -0.354648 -0.04 0.21 -0.13
H 3.973655 -2.850089 -1.711088 0.07 0.02 0.28
H 5.199179 -2.295621 -0.536708 -0.39 -0.13 -0.08
C 2.809053 -0.363259 -1.903570 -0.64 0.10 -0.08
C 4.175563 0.141681 -2.350456 0.34 0.03 -0.28
H 2.033380 0.345350 -2.237537 0.21 -0.19 -0.09
H 2.585942 -1.323097 -2.393377 -0.08 0.25 0.13
H 4.185074 0.203694 -3.445977 -0.02 0.04 0.20
H 4.397236 1.148759 -1.976893 -0.04 -0.24 -0.01
H 4.998080 -0.529908 -2.075511 -0.30 0.18 -0.03
C 3.704370 0.520865 0.712160 -0.25 0.06 0.16
C 5.141844 0.023917 0.832739 0.48 0.20 0.12
H 3.297821 0.716289 1.719976 0.22 0.06 -0.16
H 3.672593 1.479325 0.174319 -0.05 -0.15 0.13
H 5.728997 0.770044 1.383593 -0.09 -0.19 -0.06
H 5.215326 -0.920324 1.385770 -0.04 0.24 -0.14
H 5.635567 -0.098768 -0.139629 -0.26 0.01 0.34
Br -7.162760 2.323523 2.596832 0.41 0.19 -0.17
P -1.653341 -1.674652 -1.093898 -0.19 0.02 0.25
C -0.734272 -2.641801 -2.362572 0.47 0.10 0.17
C -1.382412 -3.923494 -2.870862 -0.05 -0.28 -0.35
H 0.235795 -2.873039 -1.888986 -0.25 0.00 -0.24
H -0.513175 -1.966319 -3.202061 0.02 -0.10 0.27
H -0.672129 -4.450025 -3.519421 -0.14 0.06 0.14
H -1.651168 -4.607036 -2.058399 0.07 0.13 -0.18
H -2.278201 -3.734092 -3.475433 0.23 0.01 0.22
C -2.765305 -2.901871 -0.268099 0.12 0.14 0.19
C -4.094226 -3.219668 -0.942152 -0.35 -0.38 -0.01
H -2.953394 -2.485695 0.737513 -0.02 -0.22 -0.22
H -2.181882 -3.822854 -0.114440 -0.11 0.28 0.05
H -4.669150 -3.888629 -0.288568 0.05 0.16 -0.17
H -4.705277 -2.324959 -1.111085 0.16 -0.20 0.03
H -3.969779 -3.745438 -1.897922 0.01 0.23 0.28
C -2.786302 -0.579945 -2.051018 0.15 0.23 0.07
C -3.191566 -1.059988 -3.438151 -0.39 0.10 -0.33
H -2.257033 0.385358 -2.123324 -0.21 -0.19 -0.07
H -3.677445 -0.390640 -1.434791 0.21 -0.01 -0.06
H -3.786448 -0.279997 -3.925819 0.11 -0.12 0.01
H -2.328821 -1.257982 -4.080992 -0.15 0.03 0.12
H -3.817864 -1.959128 -3.410218 0.22 0.19 0.06
C -0.484293 -0.323049 7.194035 -0.40 -0.28 -0.04
C 0.595874 0.410292 6.381021 0.34 0.21 0.83
C 0.317849 0.271124 4.975782 -0.72 -0.41 -2.18
N 0.008969 0.105366 3.863118 0.79 0.32 2.74
H -1.469564 0.096817 6.957717 0.19 -0.18 0.09
H -0.339886 -0.243238 8.276400 0.23 0.15 -0.33
H -0.474505 -1.388184 6.933290 -0.11 0.24 0.10
H 0.624540 1.482597 6.622362 0.02 -0.23 -0.09
H 1.596411 0.000490 6.578032 -0.19 0.11 -0.08

Record 3
78
Properties=species:S:1:pos:R:3:forces:R:3 method="wB97M-V/def2-TZVPD" largest_force_ev_per_a=4.20 charge=+2 e_lumo_ev="-7.02 / -9.12"
N -7.582345 0.545466 -8.588861 -0.29 0.09 -0.32
C -7.568683 -0.591161 -7.897915 0.66 0.08 0.40
C -6.582707 -0.873869 -6.944477 0.14 0.49 -0.06
C -5.608562 0.107725 -6.653933 -0.80 0.30 -0.83
C -5.666233 1.319452 -7.378846 -0.25 -0.46 -0.02
C -6.657586 1.473958 -8.358452 0.36 -0.32 0.63
C -4.607078 -0.115764 -5.607789 0.18 0.64 0.88
Sr -0.077414 -0.715353 0.426510 0.32 -0.30 0.45
P -0.403448 3.139640 5.455454 -0.32 -1.23 -4.01
C -4.284018 0.827492 -4.687105 -0.59 -0.34 -0.97
C -3.349118 0.628574 -3.592206 0.85 -0.35 0.72
C -3.071038 1.683589 -2.683941 0.12 -0.66 0.06
C -2.160673 1.496439 -1.621415 -0.29 0.64 -0.41
C -1.533662 0.279761 -1.533328 -0.95 0.22 -0.35
C -1.800144 -0.802890 -2.336797 -0.15 -0.42 -0.89
C -2.712475 -0.623053 -3.407254 0.31 0.52 0.82
Br 1.845509 -0.166178 2.477380 -0.31 -0.02 -0.02
H -4.168675 -1.120817 -5.567764 -0.22 0.41 0.00
H -4.773854 1.811284 -4.714894 0.15 -0.48 -0.14
H -6.611882 -1.819354 -6.405720 0.10 0.17 -0.10
H -4.946266 2.120062 -7.208777 -0.10 -0.28 -0.03
H -8.360755 -1.317107 -8.102753 0.25 0.28 0.00
H -6.698514 2.383537 -8.964089 -0.05 -0.31 0.18
H -3.575260 2.644291 -2.823038 0.19 -0.31 0.15
H -2.930799 -1.443940 -4.094591 0.19 0.21 0.45
H -1.950922 2.306570 -0.913628 -0.08 -0.22 -0.38
H -1.315968 -1.779355 -2.195835 -0.25 0.40 -0.14
P 1.234985 1.656574 -0.937856 0.63 0.40 -0.46
C -1.772831 1.954634 5.075380 -0.11 -0.21 1.30
C -2.953448 2.148810 6.026523 -0.46 -0.12 0.06
H -1.353235 0.943719 5.169055 -0.05 0.26 0.04
H -2.075294 2.118798 4.032362 0.35 0.12 0.16
H -3.555845 1.235720 6.062660 0.03 0.23 0.04
H -2.614598 2.373712 7.044294 -0.17 -0.15 -0.17
H -3.604114 2.964529 5.692942 0.13 -0.11 0.13
C -0.725147 4.399345 4.138298 -0.46 0.83 0.96
C -0.164779 5.774571 4.495177 0.11 0.42 -0.18
H -1.816877 4.444429 4.020516 0.25 0.03 0.05
H -0.283390 4.023362 3.205317 -0.07 -0.24 0.33
H -0.675149 6.543027 3.905214 0.18 -0.09 0.14
H -0.312252 6.008160 5.555584 -0.01 0.06 -0.26
H 0.905684 5.840889 4.273138 -0.17 -0.01 0.12
C 1.019904 2.250111 4.694202 0.87 0.50 1.11
C 1.899754 1.575307 5.745163 0.35 -0.34 0.00
H 1.593093 2.976943 4.101653 -0.15 -0.06 0.28
H 0.603250 1.504445 4.003281 -0.23 0.23 0.12
H 2.883979 1.362540 5.315320 -0.20 -0.02 0.16
H 2.031361 2.212791 6.627689 0.12 -0.18 -0.21
H 1.466876 0.620254 6.062619 0.08 0.19 0.02
C 3.053105 1.476233 -0.589271 0.01 -0.56 0.52
C 4.051819 1.615725 -1.732735 0.21 0.08 -0.06
H 3.166186 0.503151 -0.082230 0.16 0.33 -0.23
H 3.274794 2.226115 0.183494 -0.06 -0.26 -0.09
H 3.969347 0.814646 -2.475159 -0.06 0.20 0.15
H 3.967952 2.583775 -2.240540 0.03 -0.20 0.06
H 5.064909 1.560163 -1.316135 -0.19 0.02 -0.11
C 0.949484 3.384512 -0.351287 -0.07 -0.05 0.56
C 0.270540 4.389589 -1.279710 -0.09 0.28 0.05
H 1.937770 3.762325 -0.052344 -0.36 -0.01 0.01
H 0.363979 3.257415 0.575545 0.18 0.22 -0.17
H 1.013357 4.909905 -1.896796 -0.27 -0.22 0.01
H -0.489735 3.945200 -1.930473 0.16 0.11 0.11
H -0.228214 5.149553 -0.667240 0.09 -0.04 -0.21
C 1.172340 1.804480 -2.754793 -0.21 0.25 -0.08
C 1.330264 0.454295 -3.457228 0.01 -0.25 -0.42
H 1.954808 2.515328 -3.050251 -0.25 -0.17 -0.09
H 0.208630 2.261520 -3.017520 0.27 -0.15 0.08
H 0.603508 0.371523 -4.276975 0.29 -0.03 0.14
H 2.338030 0.344440 -3.880496 -0.35 -0.06 0.12
H 1.151206 -0.402703 -2.788690 0.11 0.31 -0.13
S 2.241483 -4.341660 -2.262100 0.03 0.97 1.23
C 2.988152 -3.979410 -0.715053 -0.50 0.55 -0.11
C 2.397141 -2.884179 -0.133636 -0.57 -0.52 -1.31
N 1.344249 -2.347349 -0.892629 0.12 -0.98 -1.15
C 1.164575 -3.013387 -2.051621 1.03 0.01 1.74
H 3.810332 -4.553667 -0.293568 -0.26 0.06 -0.35
H 2.640260 -2.399541 0.814873 0.06 -0.33 -0.32
H 0.408019 -2.758725 -2.791641 0.30 -0.07 0.22

What did we get for energy above the lowest of the compared OMol25 structures with the same formula, charge and spin? Answer: 170.49 0.00 117.05 kJ/mol, in the order shown.